(1)
Entry from the Open Molecules 2025 dataset: a cluster of 10 separate species, C24H68O9 in total at a distorted geometry (the ωB97M-V functional and the def2-TZVPD basis).

Last column: Mulliken charge in e.
CARTESIAN COORDINATES (ANGSTROEM)
C1 -26.087 -136.955 2.637  -0.467
C2 -26.079 -135.462 3.111  -0.563
C3 -24.948 -134.661 2.399  -0.335
C4 -24.995 -133.120 2.738  -0.244
C5 -24.243 -132.341 1.669  -0.753
C6 -23.779 -130.969 2.101  -1.161
H1 -24.983 -137.522 2.896  0.247
H2 -26.257 -137.177 1.567  0.296
H3 -27.065 -137.498 3.045  -0.280
H4 -25.966 -135.583 4.266  0.169
H5 -27.077 -135.175 2.900  0.448
H6 -25.223 -134.852 1.249  0.161
H7 -23.938 -135.330 2.930  0.176
H8 -24.311 -133.021 3.629  0.209
H9 -26.065 -132.942 2.691  0.267
H10 -24.730 -132.381 0.650  0.412
H11 -23.302 -132.717 1.287  0.383
H12 -22.998 -131.131 2.883  0.312
H13 -24.559 -130.090 1.906  0.288
H14 -23.179 -130.666 1.262  0.372
C7 -29.079 -144.046 1.198  -1.281
C8 -28.077 -143.995 2.285  -0.081
O1 -28.773 -143.709 3.452  -0.415
H15 -29.677 -143.197 1.126  0.242
H16 -29.725 -145.041 1.293  0.264
H17 -28.474 -144.174 0.267  0.408
H18 -27.458 -143.083 1.992  0.175
H19 -27.594 -144.929 2.292  0.435
H20 -28.280 -143.765 4.286  0.176
C9 -27.852 -140.360 4.377  -0.602
C10 -29.187 -140.517 3.679  0.056
O2 -29.865 -139.291 3.576  0.236
H21 -27.493 -141.284 3.891  0.009
H22 -28.021 -140.363 5.422  0.287
H23 -27.396 -139.376 4.097  -0.040
H24 -29.826 -141.164 4.214  0.068
H25 -29.094 -140.695 2.717  0.421
H26 -30.315 -139.488 2.709  -0.338
C11 -33.477 -144.027 4.262  -1.671
C12 -32.161 -143.736 3.555  0.755
O3 -31.190 -144.617 4.115  -0.530
H27 -33.762 -145.134 3.994  0.258
H28 -34.305 -143.646 4.002  0.590
H29 -33.151 -143.979 5.179  0.356
H30 -32.013 -142.798 3.747  -0.351
H31 -32.105 -144.018 2.423  0.292
H32 -30.369 -144.199 3.887  0.359
C13 -24.545 -141.553 5.570  -0.817
C14 -25.096 -141.389 7.041  -0.064
O4 -25.844 -142.485 7.311  -0.499
H33 -25.389 -141.913 4.936  0.035
H34 -23.655 -142.297 5.276  0.292
H35 -24.104 -140.615 5.297  0.335
H36 -25.647 -140.309 7.001  0.141
H37 -24.107 -141.264 7.681  0.253
H38 -26.462 -142.142 8.059  0.342
C15 -29.281 -137.713 6.577  -0.629
C16 -30.792 -138.078 6.695  -0.559
O5 -31.193 -139.218 6.087  -0.631
H39 -29.066 -137.468 5.588  0.060
H40 -28.730 -138.585 7.130  0.065
H41 -28.912 -136.848 7.048  0.559
H42 -31.136 -137.232 6.205  0.369
H43 -31.019 -138.010 7.753  0.463
H44 -30.879 -139.105 5.125  0.074
C17 -31.860 -136.448 2.086  -0.959
C18 -31.817 -136.015 3.550  0.441
O6 -33.235 -135.694 3.866  -0.568
H45 -32.395 -135.599 1.456  0.336
H46 -32.574 -137.385 1.916  -0.057
H47 -30.956 -136.577 1.628  0.390
H48 -31.257 -135.125 3.764  0.527
H49 -31.497 -136.858 4.187  -0.407
H50 -33.212 -135.218 4.713  0.283
C19 -27.899 -139.546 0.382  -1.026
C20 -29.229 -139.459 -0.312  -0.642
O7 -30.265 -139.590 0.548  -0.187
H51 -27.055 -139.515 -0.362  0.376
H52 -27.901 -140.488 0.587  0.366
H53 -27.897 -139.174 1.243  0.151
H54 -29.302 -140.319 -1.212  0.244
H55 -29.043 -138.752 -0.918  0.649
H56 -31.076 -139.410 0.036  0.156
C21 -30.180 -143.932 7.554  -1.336
C22 -30.832 -142.633 7.058  0.624
O8 -30.010 -141.470 7.448  -0.571
H57 -30.756 -144.753 7.161  0.389
H58 -30.025 -143.895 8.806  0.221
H59 -29.277 -144.137 7.182  0.413
H60 -31.761 -142.297 7.397  0.440
H61 -30.664 -142.668 6.105  -0.469
H62 -30.457 -140.705 7.083  0.370
C23 -33.134 -139.905 2.746  0.288
C24 -34.458 -139.272 2.287  -0.662
O9 -35.619 -139.719 3.007  -0.541
H63 -32.995 -139.375 3.753  0.070
H64 -32.434 -139.621 2.081  -0.299
H65 -33.121 -140.931 2.775  0.287
H66 -34.690 -139.391 1.148  0.330
H67 -34.518 -138.238 2.569  0.257
H68 -36.263 -140.094 2.439  0.308

Forces on the atoms, in the same order (eV/Å):
0.698 -2.213 0.862
1.300 -2.415 1.087
0.122 -2.219 0.848
2.606 -2.642 -1.177
-0.554 0.281 -1.664
-0.782 1.582 -2.108
-3.373 1.334 -0.399
0.465 0.856 0.109
2.424 0.857 -0.076
-0.090 0.819 -1.899
-0.952 1.136 -0.146
1.460 0.362 2.282
-2.450 2.385 -2.455
-1.845 0.313 -0.091
0.103 0.898 0.969
-0.453 0.575 1.153
0.462 -1.438 0.867
-1.364 1.096 0.256
1.294 -1.737 2.121
0.895 0.203 -0.548
-0.061 -4.273 -1.453
-0.063 2.766 -0.928
-0.361 0.296 1.791
-1.110 1.425 -0.054
1.030 2.226 -0.176
-0.715 0.173 0.385
0.190 -1.353 0.695
1.281 -0.948 0.361
0.257 -0.053 -0.575
-0.945 0.088 -1.999
0.255 2.403 4.115
-1.996 1.298 -1.311
1.610 0.420 1.097
0.296 -0.489 1.120
0.040 -1.255 -0.105
-0.510 -1.445 0.415
1.101 -2.478 -4.457
0.011 1.496 1.179
4.304 -6.811 -4.181
-1.583 -6.502 -3.234
-1.089 0.337 0.737
0.898 1.448 0.912
-5.695 4.214 -1.706
0.577 0.281 5.441
1.795 5.758 0.709
-0.726 1.171 1.568
1.154 -0.067 -0.192
0.799 -1.831 -0.269
3.706 3.017 -2.233
-2.969 0.528 3.171
0.592 0.831 0.228
-1.883 1.099 1.560
-0.283 0.706 -0.621
0.854 -2.605 0.448
-2.109 -0.193 -0.550
1.230 -1.569 -1.790
0.095 -3.712 2.370
2.647 2.463 1.677
0.357 -1.291 -2.297
0.835 -0.727 -2.083
-0.283 1.360 -1.766
-0.403 1.358 1.386
-2.042 1.748 -0.708
-0.607 -0.486 0.088
-0.491 -0.732 1.318
-4.838 0.917 -0.499
-2.320 -0.948 -0.290
1.389 -0.048 0.409
1.008 -1.546 1.359
1.764 1.938 0.610
2.547 -0.683 -0.913
0.700 0.309 -0.215
0.045 0.397 -0.198
-0.202 -0.306 -0.385
0.048 -0.989 -8.289
1.752 -6.856 -0.671
-2.167 0.837 0.499
-0.690 0.996 1.094
0.634 -6.336 1.678
0.654 4.504 6.789
0.325 1.255 2.318
-0.851 6.702 -3.918
0.265 -0.158 0.621
-3.501 1.554 5.021
3.125 1.012 4.851
0.607 -0.952 0.556
-0.721 -0.503 0.581
-0.771 -0.465 -3.470
3.830 0.074 -1.603
-1.974 -0.866 0.253
-0.332 -0.283 -6.017
-0.175 0.426 -0.304
-3.218 2.969 2.972
-1.615 -0.720 -1.607
0.980 -0.288 1.110
0.438 -1.342 -1.177
2.692 1.224 -2.065
-0.333 -2.443 0.454
0.728 0.245 1.785
0.900 0.823 -0.540
-0.678 -0.575 -0.875

Values from the calculation:
SMILES string ... CCCCCC.CCO.CCO.CCO.CCO.CCO.CCO.CCO.CCO.CCO
Calculated total energy ... -1631.7962 a.u.
Spin multiplicity ... 1
E_HOMO ... -9.52 eV
Strongest force on any atom ... 9.08 eV/A
HOMO-LUMO gap ... 9.7698 eV

=====

(2)
Entry from the Open Molecules 2025 dataset: a cluster of 9 separate species, C24H69N3O9 in total at a distorted geometry (the ωB97M-V functional and the def2-TZVPD basis).

Last column: Mulliken charge in e.
CARTESIAN COORDINATES (ANGSTROEM)
C1 -2.356 2.371 4.378  -0.581
O1 -2.434 3.654 4.960  -0.333
C2 -2.482 3.703 6.356  -0.712
C3 -1.149 4.103 7.001  0.629
C4 0.019 3.258 6.493  -1.416
N1 -1.173 4.097 8.480  -0.652
H1 -1.436 1.878 4.718  0.315
H2 -2.229 2.562 3.313  0.109
H3 -3.177 1.684 4.604  0.356
H4 -3.159 4.511 6.645  0.293
H5 -2.861 2.798 6.841  0.331
H6 -0.934 5.170 6.899  0.177
H7 0.996 3.590 6.847  0.394
H8 0.061 3.241 5.400  0.311
H9 -0.068 2.212 6.807  0.304
H10 -1.413 3.209 8.904  0.217
H11 -0.308 4.421 8.882  0.242
C5 0.559 -0.527 -1.572  0.626
O2 -0.085 -1.729 -1.224  -0.473
C6 -1.432 -1.566 -0.815  -0.360
C7 -1.544 -0.946 0.600  0.746
C8 -2.903 -1.322 1.255  -1.425
N2 -1.452 0.507 0.408  -0.179
H12 0.033 0.152 -2.260  -0.283
H13 1.402 -0.801 -2.211  0.133
H14 0.816 0.034 -0.678  -0.213
H15 -1.944 -0.942 -1.557  -0.103
H16 -1.902 -2.548 -0.755  0.320
H17 -0.751 -1.365 1.218  0.072
H18 -2.751 -1.309 2.338  0.296
H19 -3.406 -2.225 0.917  0.379
H20 -3.549 -0.452 1.116  0.314
H21 -1.505 0.994 1.293  0.151
H22 -2.175 0.797 -0.237  -0.063
C9 2.575 -1.360 1.864  -0.362
O3 3.560 -2.211 1.346  -0.345
C10 4.608 -1.531 0.652  -0.580
C11 5.293 -2.577 -0.215  0.568
C12 6.340 -3.426 0.511  -1.410
N3 5.875 -1.945 -1.393  -0.654
H23 1.813 -1.974 2.342  0.221
H24 2.211 -0.671 1.098  0.034
H25 2.923 -0.737 2.705  0.332
H26 4.175 -0.768 -0.002  0.403
H27 5.294 -1.163 1.422  0.220
H28 4.498 -3.282 -0.499  0.116
H29 7.038 -2.724 0.974  0.307
H30 6.770 -4.151 -0.176  0.396
H31 5.888 -3.981 1.336  0.323
H32 5.240 -1.286 -1.836  0.284
H33 6.184 -2.627 -2.070  0.258
C13 -3.728 -3.311 -3.676  -0.834
C14 -4.107 -4.673 -4.247  -0.325
O4 -5.384 -4.553 -4.863  -0.515
H34 -4.404 -2.988 -2.883  0.294
H35 -3.805 -2.535 -4.446  0.335
H36 -2.707 -3.181 -3.305  0.205
H37 -4.096 -5.494 -3.536  0.315
H38 -3.347 -4.946 -4.990  0.245
H39 -5.361 -3.821 -5.483  0.296
C15 0.367 0.058 -6.414  -1.269
C16 0.973 -0.316 -5.060  0.489
O5 1.883 0.652 -4.586  -0.435
H40 -0.382 -0.664 -6.743  0.362
H41 1.088 0.164 -7.220  0.321
H42 -0.192 0.970 -6.175  0.300
H43 1.368 -1.335 -5.086  0.339
H44 0.162 -0.427 -4.328  -0.260
H45 1.496 1.523 -4.717  0.225
C17 -2.460 1.372 -3.774  -0.031
C18 -3.765 1.706 -3.083  -0.542
O6 -3.549 1.822 -1.675  -0.420
H46 -1.658 2.020 -3.429  -0.241
H47 -2.624 1.422 -4.853  0.420
H48 -2.107 0.351 -3.603  -0.074
H49 -4.595 1.020 -3.287  0.297
H50 -4.151 2.664 -3.454  0.391
H51 -4.188 2.444 -1.318  0.235
C19 5.621 0.094 -5.051  -0.990
C20 5.245 0.546 -3.638  -0.290
O7 4.214 -0.274 -3.103  -0.461
H52 6.048 -0.906 -5.100  0.266
H53 6.371 0.805 -5.408  0.381
H54 4.713 0.153 -5.650  0.173
H55 4.917 1.589 -3.704  0.284
H56 6.088 0.534 -2.948  0.391
H57 3.355 -0.023 -3.463  0.142
C21 0.959 3.263 -1.222  -0.571
C22 -0.334 4.045 -1.413  -0.070
O8 -0.115 5.450 -1.349  -0.570
H58 0.861 2.262 -0.806  -0.125
H59 1.628 3.763 -0.515  0.409
H60 1.542 3.291 -2.146  0.252
H61 -1.105 3.835 -0.672  0.228
H62 -0.802 3.768 -2.363  0.067
H63 0.326 5.748 -2.149  0.320
C23 -2.627 -2.301 6.830  -1.056
C24 -2.347 -3.032 5.525  -0.071
O9 -3.303 -2.666 4.548  -0.495
H64 -1.840 -2.494 7.564  0.352
H65 -3.497 -2.769 7.300  0.282
H66 -2.736 -1.233 6.665  0.244
H67 -2.324 -4.116 5.642  0.338
H68 -1.354 -2.677 5.224  0.143
H69 -3.823 -3.397 4.213  0.272

Forces on the atoms, in the same order (eV/Å):
1.158 0.035 0.165
-0.419 -0.108 -0.109
0.074 1.014 1.330
1.605 -0.121 1.114
0.098 -0.266 -0.640
-1.318 -0.410 0.067
-0.092 -0.159 -0.086
-0.343 -0.260 -0.074
-0.322 0.360 -0.066
-0.311 -0.148 -0.161
0.044 -0.284 -0.305
-0.134 -0.055 -1.192
-0.131 0.261 0.110
0.061 0.151 0.032
-0.223 0.047 0.122
0.124 -0.106 -0.170
0.122 0.018 -0.155
0.581 0.008 -0.624
-0.562 -0.131 -0.472
0.483 0.017 0.994
-1.383 -0.138 -1.221
0.404 1.241 0.525
1.024 -0.395 0.532
-0.800 -0.162 0.426
0.437 -0.132 0.658
0.317 0.103 -0.142
-0.297 -0.004 0.105
0.230 -0.139 -0.384
0.324 0.322 -0.147
-0.168 -0.569 0.018
0.190 -0.141 0.055
-0.342 -0.297 -0.358
-0.253 0.169 -0.120
-0.146 0.286 0.199
0.361 0.327 0.753
-0.083 -0.007 -0.064
-0.229 -1.080 0.417
-0.214 -0.829 -0.575
-0.664 0.747 0.510
0.450 0.469 0.433
-0.291 -0.090 -0.570
-0.405 -0.192 -0.031
0.415 0.053 -0.202
0.162 0.306 0.206
0.079 0.607 -0.333
-0.196 0.162 -0.027
0.544 -0.347 -0.320
0.404 0.170 0.034
-0.169 -0.023 -0.093
-0.051 -0.471 0.024
-0.063 -0.014 -0.019
0.150 0.546 0.401
0.684 1.007 -0.732
-0.185 -0.745 0.326
-0.051 -0.203 0.055
-0.134 -0.192 -0.224
0.001 -0.539 0.070
-0.487 0.158 0.248
-0.068 -0.056 -0.105
0.117 0.055 -0.024
-0.416 0.061 0.871
-1.306 -0.850 -0.302
0.593 -0.244 -0.066
0.066 -0.156 0.172
0.136 0.305 0.135
0.132 0.253 -0.758
0.923 0.401 0.024
-0.124 0.195 -0.153
-0.005 -0.026 0.051
-0.248 -0.691 -0.217
-0.364 0.645 0.187
0.089 -0.169 -0.035
-0.097 0.269 -0.214
0.233 0.321 -0.010
-0.269 -0.039 0.298
0.382 -0.423 -0.014
0.308 0.073 -0.069
-0.020 -0.056 0.063
0.182 0.615 0.593
-0.339 -0.105 -0.633
0.126 0.018 0.416
-0.111 -0.086 0.149
-0.086 -0.103 -0.344
0.144 -0.060 -0.266
-0.098 0.018 0.100
0.013 -0.266 0.028
0.052 0.238 -0.216
0.608 0.515 0.355
-0.032 -0.125 -0.022
-0.142 0.110 -0.044
-0.351 -0.170 -0.486
-0.359 0.264 0.155
-0.112 -0.464 -0.120
0.260 -0.098 0.287
0.058 0.067 -0.112
0.050 -0.084 -0.003
-0.273 -1.262 0.483
0.384 0.449 0.256
-0.096 0.614 -0.294
0.281 0.217 -0.245
-0.320 0.587 -0.113
-0.170 0.010 0.052
0.128 0.020 0.183
-0.087 -0.336 -0.497
0.171 -0.273 0.192

Values from the calculation:
SMILES string ... COC[C@H](C)N.COC[C@H](C)N.COC[C@H](C)N.CCO.CCO.CCO.CCO.CCO.CCO
Calculated total energy ... -1797.0529 a.u.
Spin multiplicity ... 1
ΔE to the lowest compared entry with this formula, charge and spin ... 65.8 kcal/mol
E_HOMO ... -8.33 eV
Strongest force on any atom ... 1.96 eV/A
HOMO-LUMO gap ... 8.6181 eV